Entry 1:
C5H3LuN5O4 | ωB97M-V/def2-TZVPD

Largest force on an atom   0.1499 Eh/bohr
Total charge   +3
DFT total energy   -2001.3439 Ha
Gap between HOMO and LUMO   6.4 eV

The geometry in XYZ format:
```
18
Properties=species:S:1:pos:R:3:forces:R:3:mulliken_charge:R:1
Lu 0.80401 1.42970 0.49519 0.88 -1.72 -0.66 1.614
O 2.56714 0.63375 -2.92028 -1.56 0.82 4.41 0.021
C 2.17261 0.83308 -1.85902 1.52 -1.14 -3.93 0.228
C -1.22310 1.38575 -0.67387 -5.89 0.94 -3.63 0.432
O -2.17215 1.54468 -1.31679 4.50 -0.89 3.10 -0.019
C 1.56067 3.33316 1.71841 2.41 5.52 4.11 0.148
O 1.94866 4.23110 2.33614 -1.97 -4.48 -3.18 0.035
C 0.74834 3.02129 -1.29048 -0.76 5.26 -5.59 0.190
O 0.63229 3.74452 -2.19725 0.71 -3.97 4.94 -0.017
N -1.79929 -3.25280 -0.31140 0.30 0.65 0.89 -0.490
N -1.12863 -2.32950 0.44246 1.65 0.18 -2.09 0.970
N -0.30687 -2.72790 1.44185 -0.64 1.61 -0.43 -0.521
C 0.41329 -1.63044 1.63492 -0.42 -0.72 -0.16 -0.130
N 0.10513 -0.64863 0.74441 -0.05 -0.42 0.17 -0.113
N -0.85617 -1.14017 -0.08831 -0.34 -1.20 1.89 -0.422
H -2.56927 -2.84626 -0.81916 -0.27 0.23 -0.23 0.319
H -2.07011 -4.03033 0.26571 -0.11 -0.56 0.31 0.341
H 1.17344 -1.55100 2.39745 0.01 -0.10 0.09 0.413
```
Forces are in eV/Å.

---

Entry 2:
C5H3N | ωB97M-V/def2-TZVPD

Largest force on an atom   0.0665 Eh/bohr
DFT total energy   -246.8906 Ha
Gap between HOMO and LUMO   10.6 eV

The geometry in XYZ format:
```
9
Properties=species:S:1:pos:R:3:forces:R:3:mulliken_charge:R:1
C -1.36448 1.13539 -0.99617 -1.02 -2.34 2.06 -0.098
C -1.86881 0.25581 -0.31705 -0.29 1.66 -1.75 -0.132
C -2.62805 -0.79553 0.16126 0.98 0.63 -0.03 0.219
N -3.08029 -1.75831 0.57975 -0.69 -0.75 0.33 -0.389
H -0.58776 1.71256 -1.36658 0.61 1.04 -0.74 0.403
C 1.32009 -0.21922 0.25604 -0.41 -0.70 0.01 -0.324
C 0.65820 -1.19601 0.09185 -1.54 -3.00 -0.57 -0.424
H 1.80701 0.67420 0.43731 0.75 1.06 0.20 0.396
H 0.02927 -2.15336 -0.09215 1.61 2.40 0.49 0.349
```
Forces are in eV/Å.

---

Entry 3:
C5H3N | ωB97M-V/def2-TZVPD

Largest force on an atom   0.0769 Eh/bohr
DFT total energy   -246.9178 Ha
Gap between HOMO and LUMO   9.7 eV

The geometry in XYZ format:
```
9
Properties=species:S:1:pos:R:3:forces:R:3:mulliken_charge:R:1
C -0.20808 -0.09837 -0.48188 1.50 0.54 -3.54 -0.595
C 0.50630 0.23693 -1.42682 0.61 -0.13 -0.25 1.475
C 2.03832 0.81693 -3.46482 -2.00 -0.85 3.27 0.014
C -0.46415 -0.07901 1.80110 0.48 -0.42 2.19 -0.579
C -1.00388 -0.44909 0.63608 3.21 1.88 1.34 -1.043
N 1.40071 0.55184 -2.46865 -0.51 0.05 -0.51 -0.136
H -0.97657 -0.32303 2.77326 0.43 0.27 -1.17 0.246
H 0.57503 0.33375 1.95108 -1.43 -0.18 -0.61 0.245
H -1.86767 -0.98995 0.68066 -2.29 -1.15 -0.72 0.372
```
Forces are in eV/Å.

---

Entry 4:
C5H3N2O3S | ωB97M-V/def2-TZVPD

Largest force on an atom   0.0811 Eh/bohr
Total charge   -1
DFT total energy   -925.7543 Ha
Gap between HOMO and LUMO (spin up / spin down)   7.2 / 7.2 eV

The geometry in XYZ format:
```
14
Properties=species:S:1:pos:R:3:forces:R:3:mulliken_charge:R:1
C 2.09022 -0.81561 0.06963 1.48 -1.50 0.74 -0.385
C 0.95941 1.11211 0.03355 0.66 1.69 0.02 -0.099
C 0.85065 -0.23875 0.05334 -4.05 0.19 -0.99 0.631
C -2.17207 0.97651 -0.14615 -1.08 -1.05 -1.26 0.444
C -0.40985 -1.03777 -0.08044 -0.78 0.74 0.79 -0.790
N 3.11986 -0.00847 0.15311 1.02 -0.76 -0.40 -0.585
N -1.68460 -0.60504 -0.05436 2.67 -1.10 -0.58 0.631
O -2.26726 1.39403 0.95994 0.39 1.12 2.58 -0.573
O -2.48295 1.33624 -1.25820 0.59 -0.24 -0.81 -0.637
O -2.56891 -1.49497 0.03761 -0.80 0.48 -0.09 -0.726
S 2.63463 1.54697 0.06548 -1.16 -0.61 0.27 0.016
H 2.14271 -1.92279 0.11878 0.65 0.82 -0.11 0.330
H 0.20622 1.88689 0.00547 -0.10 -0.23 -0.02 0.423
H -0.41808 -2.12934 0.04224 0.51 0.45 -0.13 0.320
```
Forces are in eV/Å.

---

Entry 5:
C5H3N3O | ωB97M-V/def2-TZVPD

Largest force on an atom   0.0703 Eh/bohr
DFT total energy   -431.7141 Ha
Gap between HOMO and LUMO   8.9 eV

The geometry in XYZ format:
```
12
Properties=species:S:1:pos:R:3:forces:R:3:mulliken_charge:R:1
N 0.64454 2.44648 0.87782 -0.27 -2.30 -1.56 -0.463
C 0.33820 1.63823 0.07969 0.02 2.94 1.90 0.528
C -0.22432 0.91664 -1.01098 0.67 0.61 0.68 -0.987
C -1.35255 0.29500 -0.71876 0.45 0.07 0.02 0.584
N -2.33999 -0.09737 -0.21748 -1.14 0.69 -0.30 -0.324
H 0.24795 1.21694 -1.91094 -0.20 -0.61 -1.15 0.364
H -2.70404 -0.89547 0.23933 0.11 -0.94 0.20 0.314
N 2.64489 -1.06926 -0.71976 2.46 0.02 -1.70 -0.317
C 1.73921 -0.98466 -0.05612 -3.11 -0.73 1.69 0.354
C 0.56672 -1.09596 0.87630 0.80 -1.04 0.61 -0.015
O -0.23277 -2.00353 0.87725 0.72 1.03 -0.47 -0.435
H 0.67217 -0.36704 1.68366 -0.51 0.26 0.08 0.396
```
Forces are in eV/Å.

---

Entry 6:
C5H3NO | ωB97M-V/def2-TZVPD

Largest force on an atom   0.0154 Eh/bohr
DFT total energy   -322.0873 Ha
Gap between HOMO and LUMO (spin up / spin down)   8.2 / 8.2 eV

The geometry in XYZ format:
```
10
Properties=species:S:1:pos:R:3:forces:R:3:mulliken_charge:R:1
C -1.77165 0.19944 -2.13786 -0.33 0.11 0.71 -0.278
C -1.59028 0.19638 -0.87250 0.19 0.07 -0.70 -0.431
C -0.53077 0.15050 -0.04734 0.16 -0.06 -0.21 0.656
C 0.46306 -0.95644 -0.08593 -0.07 0.01 0.06 -0.254
O 1.53450 -0.50954 0.75334 0.07 -0.10 0.01 -0.142
N 1.23780 0.71188 1.25389 -0.32 0.12 -0.08 -0.246
C 0.07813 1.11137 0.84556 0.01 -0.05 0.04 -0.308
H 0.79312 -1.06550 -1.12437 0.20 -0.07 0.18 0.294
H 0.09119 -1.91882 0.27760 0.02 0.15 0.01 0.258
H -0.30510 2.08073 1.13761 0.07 -0.17 -0.02 0.451
```
Forces are in eV/Å.

---

Entry 7:
C5H3NO | ωB97M-V/def2-TZVPD

Largest force on an atom   0.0177 Eh/bohr
DFT total energy   -322.0573 Ha
Gap between HOMO and LUMO   9.3 eV

The geometry in XYZ format:
```
10
Properties=species:S:1:pos:R:3:forces:R:3:mulliken_charge:R:1
C 1.60704 0.77420 -0.24298 -0.05 -0.44 0.62 -0.596
C 1.15602 -0.36925 0.13692 -0.27 0.43 -0.35 0.437
C -0.02855 -0.83267 0.68073 0.20 0.32 -0.18 -0.492
C -0.06209 0.70874 0.34850 -0.30 0.21 0.07 0.269
O -1.05069 0.89252 -0.59563 0.22 -0.52 0.11 -0.235
N -1.69006 -0.37111 -0.90137 0.66 -0.20 0.59 -0.311
C -1.09275 -1.28724 -0.22020 -0.22 0.32 -0.39 -0.099
H 2.41822 1.47240 -0.05579 -0.38 -0.25 -0.22 0.283
H -0.06815 1.39606 1.19612 0.06 -0.20 -0.23 0.340
H -1.45519 -2.31078 -0.30869 0.09 0.32 -0.01 0.406
```
Forces are in eV/Å.

---

Entry 8:
C5H3NO | ωB97M-V/def2-TZVPD

Largest force on an atom   0.0692 Eh/bohr
DFT total energy   -322.1456 Ha
Gap between HOMO and LUMO   9.7 eV

The geometry in XYZ format:
```
10
Properties=species:S:1:pos:R:3:forces:R:3:mulliken_charge:R:1
O 1.44833 -1.29679 -0.88432 2.58 1.59 0.78 -0.362
C 0.34621 -0.91711 -0.50888 2.23 -1.39 -1.92 0.534
C 0.34969 0.62925 -0.19921 -0.55 -0.41 -0.12 -0.785
C -0.37981 1.22721 0.91299 -0.49 -0.13 0.38 -0.357
C -0.97595 1.74060 1.82258 0.20 -0.29 -0.37 0.185
C -0.19709 -2.21298 -1.01410 -3.52 0.00 0.55 0.173
N -0.46494 -3.23263 -1.50622 0.15 1.17 0.66 -0.401
H 0.03676 1.08981 -1.14667 -0.12 -0.10 0.14 0.308
H 1.43591 0.84413 -0.12232 -0.63 -0.40 0.06 0.304
H -1.52732 2.17526 2.62861 0.15 -0.05 -0.15 0.400
```
Forces are in eV/Å.

---

Entry 9:
C5H3NO | ωB97M-V/def2-TZVPD

Largest force on an atom   0.0217 Eh/bohr
DFT total energy   -322.2894 Ha
Gap between HOMO and LUMO   10.4 eV

The geometry in XYZ format:
```
10
Properties=species:S:1:pos:R:3:forces:R:3:mulliken_charge:R:1
N -1.09253 -0.17140 -2.99893 0.38 0.30 1.00 -0.446
C -0.71700 -0.01710 -1.91425 -0.34 -0.09 -0.96 0.122
C -0.27698 0.03904 -0.55835 -0.08 -0.14 0.11 0.470
C 0.88290 0.65167 0.03055 0.05 -0.06 0.03 -0.454
C 0.90114 0.22263 1.31228 0.10 0.15 -0.11 -0.322
O -0.17105 -0.57819 1.57285 -0.08 0.11 -0.05 -0.315
C -0.88109 -0.66830 0.43320 -0.06 0.12 -0.10 -0.318
H 1.57925 1.33406 -0.43374 -0.03 -0.21 0.00 0.424
H 1.60100 0.38076 2.12031 -0.24 -0.03 -0.07 0.404
H -1.82565 -1.19317 0.43609 0.29 -0.14 0.16 0.434
```
Forces are in eV/Å.

---

Entry 10:
C5H3NO | ωB97M-V/def2-TZVPD

Largest force on an atom   0.1076 Eh/bohr
DFT total energy   -322.1083 Ha
Gap between HOMO and LUMO   10.8 eV

The geometry in XYZ format:
```
10
Properties=species:S:1:pos:R:3:forces:R:3:mulliken_charge:R:1
C -0.21384 1.13413 1.92977 3.92 -1.84 -0.41 -0.093
C 0.56265 0.82092 0.95948 -3.62 0.76 1.76 -0.445
C 0.74931 0.54327 -0.55398 -2.22 -0.62 1.91 0.036
O -0.52679 0.63467 -1.15855 0.93 -0.85 -0.95 -0.324
C 0.03088 -0.74297 -1.18170 2.34 3.95 -3.09 0.059
C -0.66591 -1.43553 -0.20190 -0.46 -1.64 -0.43 0.179
N -1.37143 -2.05278 0.44116 -0.71 -0.76 1.16 -0.386
H -0.39455 1.12363 3.10828 0.15 0.29 -3.39 0.286
H 1.54219 1.13362 -0.96831 0.40 -0.35 -0.70 0.395
H 0.28748 -1.15897 -2.37426 -0.72 1.07 4.14 0.293
```
Forces are in eV/Å.

---

Entry 11:
C5H3NO | ωB97M-V/def2-TZVPD

Largest force on an atom   0.0467 Eh/bohr
DFT total energy   -322.1123 Ha
Gap between HOMO and LUMO   9.9 eV

The geometry in XYZ format:
```
10
Properties=species:S:1:pos:R:3:forces:R:3:mulliken_charge:R:1
C -0.25339 2.07295 0.47792 0.11 -0.37 0.52 -0.149
C 0.02133 0.91642 0.66869 0.02 1.18 0.83 -0.711
C 0.26059 -0.48689 0.37532 -1.14 1.05 0.08 1.404
C -0.78507 -1.40992 0.85009 -0.95 -0.42 0.43 -0.010
N -1.61947 -2.12190 1.21207 0.82 0.62 -0.35 -0.380
C 0.48668 -0.45405 -1.05014 1.04 -1.06 0.07 -0.744
O 1.48865 -1.07999 0.26619 -0.75 -0.09 -2.28 -0.487
H -0.49213 3.10452 0.38408 0.00 0.04 0.05 0.415
H -0.29145 -0.81208 -1.74983 1.13 -1.25 0.40 0.287
H 1.18426 0.27092 -1.43438 -0.27 0.29 0.25 0.377
```
Forces are in eV/Å.

---

Entry 12:
C5H3NO | ωB97M-V/def2-TZVPD

Largest force on an atom   0.0714 Eh/bohr
DFT total energy   -322.1707 Ha
Gap between HOMO and LUMO   9.8 eV

The geometry in XYZ format:
```
10
Properties=species:S:1:pos:R:3:forces:R:3:mulliken_charge:R:1
N -2.14463 -1.88189 0.30877 1.29 2.35 -0.72 -0.417
C -1.62533 -0.83769 0.16389 -1.94 -2.89 1.17 0.421
C -1.01199 0.41820 0.23607 2.75 -1.23 -1.48 -0.412
C -1.58821 1.57196 0.09830 -0.27 2.59 1.19 0.648
O -1.90744 2.68266 0.21547 -0.16 -0.99 -0.70 -0.328
H 0.14112 0.39605 -0.01123 -2.42 0.38 0.98 -0.026
C 2.31447 -0.94146 0.15016 -1.22 1.16 -0.55 -0.193
C 1.70207 -0.27373 -0.66533 2.10 -1.26 0.60 -0.526
H 2.71264 -1.42150 1.02759 -0.07 0.01 -0.48 0.382
H 1.40731 0.28740 -1.52369 -0.07 -0.12 0.00 0.451
```
Forces are in eV/Å.